Record 1
ORCA calculation (ωB97M-V with the def2-TZVPD basis set) on 8 unconnected molecules or ions with the total composition C13H43NO10 at a distorted geometry.

Each line ends with the Löwdin charge.
Cartesian coordinates (Å):
C1 0.2296 -0.9017 -0.0865  -0.129
O1 -0.1644 -1.9363 -0.9558  -0.133
H1 0.9816 -0.2222 -0.4902  0.069
H2 -0.5948 -0.2460 0.2070  0.063
H3 0.6922 -1.3761 0.7844  0.074
H4 -1.0422 -2.2792 -0.7225  0.048
C2 0.7391 -4.6560 1.8400  -0.147
O2 1.8315 -5.3965 2.3729  -0.119
H5 -0.1281 -4.8091 2.4749  0.082
H6 0.9800 -3.5975 1.7129  0.064
H7 0.5318 -5.0458 0.8397  0.058
H8 2.6226 -5.1795 1.8741  0.074
C3 -1.1497 -5.6203 -1.6148  -0.170
O3 -1.0234 -7.0271 -1.5847  -0.113
H9 -2.0502 -5.2383 -1.1203  0.073
H10 -0.3153 -5.1158 -1.1326  0.054
H11 -1.1504 -5.3151 -2.6673  0.079
H12 -1.6702 -7.4279 -2.1663  0.072
C4 -1.6320 -1.5373 -4.3809  -0.146
O4 -0.7632 -0.8118 -3.5224  -0.146
H13 -2.6571 -1.5238 -3.9980  0.070
H14 -1.6824 -1.0366 -5.3460  0.077
H15 -1.2231 -2.5410 -4.4973  0.078
H16 -0.6422 -1.2823 -2.6791  0.034
C5 -3.5437 -1.3238 -0.4003  -0.119
O5 -2.8132 -2.4795 -0.0056  -0.129
H17 -3.2591 -0.4396 0.1787  0.063
H18 -3.3404 -1.1211 -1.4464  0.075
H19 -4.6124 -1.4622 -0.2212  0.085
H20 -2.9697 -2.6935 0.9168  0.092
C6 2.5345 2.9081 3.4353  -0.050
C7 1.3936 2.4143 2.5420  -0.429
C8 0.1687 1.9663 3.3323  -0.206
O6 -0.6773 1.3608 2.3759  -0.214
C9 -1.8734 0.8671 2.9559  -0.091
N1 1.1315 3.4214 1.5096  0.068
H21 3.4696 2.9227 2.8776  0.075
H22 2.6626 2.2524 4.2990  0.078
H23 2.3535 3.9245 3.7939  0.083
H24 1.7739 1.4954 2.0820  0.130
H25 -0.3077 2.8497 3.7785  0.133
H26 0.4981 1.2738 4.1117  0.131
H27 -1.7237 -0.1267 3.3856  0.091
H28 -2.6503 0.7698 2.1984  0.071
H29 -2.2011 1.5813 3.7136  0.088
H30 0.7075 4.2220 1.9790  0.100
H31 0.3769 3.0452 0.9351  0.060
C10 -1.2564 3.7883 -1.5028  -0.228
C11 -1.5277 2.3845 -0.9603  -0.248
O7 -2.2452 1.5820 -1.8985  -0.075
O8 -0.0862 3.7880 -2.3195  -0.066
H32 -1.0955 4.4526 -0.6532  0.112
H33 -2.1269 4.1357 -2.0616  0.120
H34 -2.2213 2.4705 -0.1162  0.117
H35 -0.6132 1.8801 -0.6421  0.096
H36 -1.6554 1.1352 -2.5201  0.060
H37 -0.2169 3.1438 -3.0230  0.085
C12 3.4447 3.1159 -1.1458  -0.250
C13 3.3392 1.6099 -0.9618  -0.240
O9 4.6238 0.9729 -0.9811  -0.072
O10 3.6169 3.8111 0.0656  -0.097
H38 2.5041 3.4365 -1.6164  0.101
H39 4.2683 3.3513 -1.8138  0.121
H40 2.7523 1.1113 -1.7363  0.112
H41 2.8227 1.3582 -0.0263  0.094
H42 5.0630 1.1690 -0.1476  0.081
H43 2.7914 3.7985 0.5927  0.029

SMILES: COC[C@H](C)N.OCCO.OCCO.CO.CO.CO.CO.CO
2S+1: 1
HOMO-LUMO gap in eV: 9.4263
Energy above the lowest of the compared OMol25 structures with the same formula, charge and spin in eV: 0.000

Record 2
ORCA calculation (ωB97M-V with the def2-TZVPD basis set) on a molecular structure, CHLiNiO at a distorted geometry.

Each line ends with the Löwdin charge.
Cartesian coordinates (Å):
H1 -0.7397 -0.1593 -0.5591  -0.215
Ni1 -0.0219 -1.7191 -1.5529  -0.146
O1 0.6613 0.8925 0.9091  -0.203
C1 1.1441 1.2321 -0.0898  0.020
Li1 -1.0439 -0.2461 1.2927  0.544

2S+1: 3
HOMO-LUMO gap (alpha / beta) in eV: 3.8150 / 5.7080

Record 3
ORCA calculation (ωB97M-V with the def2-TZVPD basis set) on C2H3N3OS in the gas phase at a distorted geometry.

Each line ends with the Löwdin charge.
Cartesian coordinates (Å):
C1 0.1368 0.4129 0.0013  -0.394
C2 -0.9219 -0.6252 0.0422  -0.863
H1 0.6453 2.2697 0.5514  0.106
H2 -0.9487 2.1234 0.0511  0.084
H3 1.5343 -2.0567 -0.5611  0.123
N1 0.0100 1.7868 -0.0898  0.117
N2 1.2909 -0.1808 -0.0842  0.122
N3 1.0567 -1.5006 0.0876  -0.023
O1 -0.3061 -1.7857 0.0328  -0.012
S1 -2.4973 -0.4439 -0.0313  0.739

SMILES: Nc1n[nH]oc1=S
2S+1: 1
HOMO-LUMO gap in eV: 8.5578
Energy above the lowest of the compared OMol25 structures with the same formula, charge and spin in eV: 1.754

Record 4
ORCA calculation (ωB97M-V with the def2-TZVPD basis set) on C5H11N in the gas phase at a distorted geometry.

Each line ends with the Löwdin charge.
Cartesian coordinates (Å):
C1 0.2032 1.1658 2.0410  -0.148
N1 0.4007 -0.0923 1.3563  -0.070
C2 0.5134 -0.1884 -0.0585  -0.327
C3 -0.1067 -1.2796 -0.5864  -0.156
C4 -1.0438 -1.5369 -1.7378  -0.113
C5 0.8447 1.0636 -0.8346  -0.029
H1 -0.7519 1.6815 1.8983  0.078
H2 1.0058 1.9119 1.9390  0.080
H3 0.2973 0.9635 3.1172  0.079
H4 -0.1466 -0.8058 1.7937  0.104
H5 -0.0009 -2.2071 -0.0243  0.086
H6 -1.1978 -2.5963 -1.9361  0.064
H7 -0.7656 -1.0167 -2.6482  0.057
H8 -1.9889 -1.0970 -1.4054  0.073
H9 0.3932 1.0597 -1.8210  0.075
H10 0.4072 1.8770 -0.2548  0.058
H11 1.9366 1.0970 -0.8384  0.089

SMILES: C/C=C(\C)NC
2S+1: 1
HOMO-LUMO gap in eV: 8.0682
Energy above the lowest of the compared OMol25 structures with the same formula, charge and spin in eV: 1.983

Record 5
ORCA calculation (ωB97M-V with the def2-TZVPD basis set) on a molecular structure, C6H4O.

Each line ends with the Löwdin charge.
Cartesian coordinates (Å):
C1 3.1555 -0.6305 -0.2154  0.106
C2 1.9250 -0.3622 -0.0719  -0.141
C3 0.5140 -0.1885 0.0862  -0.303
C4 -0.2133 0.8997 0.4570  -0.009
C5 -1.5800 0.5460 0.2539  -0.052
C6 -1.5670 -0.7311 -0.2091  -0.104
O1 -0.3041 -1.1923 -0.3265  0.056
H1 2.5416 0.4387 -0.7331  0.092
H2 0.1920 1.8371 0.8134  0.122
H3 -2.4482 1.1664 0.4218  0.107
H4 -2.3418 -1.4271 -0.4934  0.128

2S+1: 1
HOMO-LUMO gap in eV: 9.9971
Energy above the lowest of the compared OMol25 structures with the same formula, charge and spin in eV: 2.795

Record 6
ORCA calculation (ωB97M-V with the def2-TZVPD basis set) on a molecular structure, C34H30F10N4O2PSe2Ti.

Each line ends with the Löwdin charge.
Cartesian coordinates (Å):
Ti1 -0.9291 -1.0171 -0.5212  0.770
C1 -2.0084 -3.9362 -0.2702  -0.058
N1 -1.8245 -2.7944 0.6351  -0.318
C2 -0.8209 -3.0877 1.6655  -0.194
C3 0.5373 -3.2703 0.9951  -0.212
N2 0.6218 -2.3789 -0.1657  -0.088
C4 1.6717 -2.6046 -1.0247  -0.199
C5 1.5512 -2.1171 -2.3285  -0.165
F1 0.3836 -1.5212 -2.6368  0.062
C6 2.5144 -2.2094 -3.2995  -0.148
F2 2.3061 -1.6982 -4.5183  0.118
C7 3.7003 -2.8591 -3.0127  -0.153
F3 4.6644 -2.9764 -3.9416  0.097
C8 3.8590 -3.3986 -1.7580  -0.148
F4 4.9962 -4.0477 -1.4593  0.101
C9 2.8712 -3.2826 -0.7908  -0.140
F5 3.1450 -3.8472 0.4044  0.073
C10 -3.1244 -2.3473 1.1469  -0.202
C11 -3.8027 -1.3895 0.1342  -0.234
N3 -2.9051 -1.1745 -1.0024  -0.133
C12 -3.4311 -0.5549 -2.1243  -0.184
C13 -4.2932 0.5421 -2.1226  -0.147
F6 -4.6800 1.0944 -0.9538  0.081
C14 -4.7392 1.1568 -3.2813  -0.148
F7 -5.5558 2.2213 -3.2031  0.100
C15 -4.3231 0.7062 -4.5123  -0.156
F8 -4.7361 1.3067 -5.6387  0.105
C16 -3.4660 -0.3719 -4.5652  -0.152
F9 -3.0549 -0.8292 -5.7557  0.115
C17 -3.0477 -0.9845 -3.4040  -0.155
F10 -2.2230 -2.0326 -3.5309  0.101
H1 -2.3240 -4.8202 0.2969  0.093
H2 -1.0802 -4.1549 -0.7941  0.086
H3 -2.7660 -3.6852 -1.0068  0.087
H4 -1.0851 -3.9850 2.2418  0.126
H5 -0.7972 -2.2314 2.3366  0.060
H6 0.6602 -4.3142 0.6807  0.117
H7 1.3125 -3.0776 1.7403  0.095
H8 -2.9486 -1.8238 2.0826  0.076
H9 -3.7576 -3.2185 1.3534  0.116
H10 -4.0251 -0.4608 0.6616  0.075
H11 -4.7588 -1.8053 -0.2093  0.116
Se1 -1.2399 0.4798 1.5721  0.290
P1 1.6707 0.7815 1.2578  0.454
Se2 3.0340 0.8732 -0.4332  0.229
C18 2.2186 -0.5041 2.4513  -0.407
C19 3.3839 -1.2334 2.2509  -0.128
C20 3.7598 -2.2215 3.1562  -0.097
C21 2.9741 -2.4904 4.2667  -0.105
C22 1.8045 -1.7649 4.4723  -0.096
C23 1.4270 -0.7812 3.5697  -0.134
C24 1.9208 2.3196 2.2663  -0.410
C25 0.9400 2.7481 3.1621  -0.138
C26 1.1081 3.9218 3.8924  -0.097
C27 2.2556 4.6859 3.7346  -0.110
C28 3.2359 4.2708 2.8397  -0.099
C29 3.0657 3.1026 2.1089  -0.138
H12 3.9854 -1.0227 1.3728  0.049
H13 4.6632 -2.7929 2.9768  0.101
H14 3.2642 -3.2665 4.9661  0.094
H15 1.1794 -1.9736 5.3331  0.097
H16 0.4965 -0.2418 3.7114  0.047
H17 0.0305 2.1644 3.2732  0.019
H18 0.3327 4.2396 4.5808  0.097
H19 2.3852 5.6016 4.3002  0.093
H20 4.1384 4.8591 2.7088  0.097
H21 3.8158 2.7800 1.3963  0.040
O1 -1.3031 1.6652 -3.4489  0.100
C30 -1.0155 1.6324 -2.2710  -0.565
O2 -0.5374 0.6499 -1.5857  -0.219
C31 -1.2795 2.8619 -1.3769  -0.156
N4 -0.1534 2.9489 -0.3824  0.054
C32 0.7831 3.9976 -0.8782  -0.117
C33 -0.1553 5.0408 -1.4640  -0.145
C34 -1.3041 4.2200 -2.0864  -0.104
H22 -2.1866 2.6260 -0.8208  0.145
H23 0.2784 2.0111 -0.3235  0.016
H24 -0.4994 3.1238 0.5621  0.124
H25 1.4101 3.5134 -1.6238  0.118
H26 1.4193 4.3280 -0.0605  0.121
H27 0.3579 5.6680 -2.1909  0.112
H28 -0.5281 5.6941 -0.6717  0.111
H29 -1.1601 4.0478 -3.1510  0.113
H30 -2.2638 4.7166 -1.9570  0.114

2S+1: 3
Net charge: -1
HOMO-LUMO gap (alpha / beta) in eV: 5.7793 / 6.4456
Energy above the lowest of the compared OMol25 structures with the same formula, charge and spin in eV: 0.000